(1)
Molecular formula: C29H56IN8O4P2S
Method: DFT, ωB97M-V/def2-TZVPD

Atoms and positions in Å:
O -4.506 -3.269 4.174
C -5.258 -4.072 3.684
O -6.625 -3.892 3.990
C -7.077 -4.978 4.824
C -6.279 -5.228 6.008
C -6.636 -6.349 6.900
C -7.849 -7.047 6.435
C -8.518 -6.595 5.229
N -8.199 -5.588 4.345
C -4.791 -5.268 2.808
C -5.750 -6.310 2.318
C -5.269 -7.456 1.527
N -3.934 -7.592 1.174
C -2.993 -6.638 1.559
C -1.525 -6.903 1.044
C -0.734 -7.657 2.223
C 0.719 -7.075 2.490
S 0.792 -6.308 4.195
C -3.365 -5.467 2.394
C -2.238 -4.472 2.789
C -2.165 -3.181 1.830
C -0.820 -3.119 0.988
I -1.161 -2.957 -1.152
H -5.399 -4.583 6.248
H -6.068 -6.639 7.812
H -8.251 -7.917 7.009
H -9.459 -7.154 4.956
H -6.846 -6.279 2.518
H -5.968 -8.260 1.182
H -3.630 -8.387 0.602
H -1.506 -7.513 0.102
H -1.015 -5.919 0.838
H -1.328 -7.494 3.172
H -0.681 -8.764 2.048
H 1.500 -7.892 2.518
H 1.073 -6.337 1.717
H 0.665 -4.935 4.042
H -2.337 -4.170 3.873
H -1.215 -4.951 2.723
H -3.059 -3.100 1.159
H -2.149 -2.297 2.527
H -0.145 -4.003 1.149
H -0.238 -2.212 1.327
O 1.901 -0.329 -0.262
P 2.999 -0.347 -1.335
N 4.276 -0.141 -0.187
C 5.571 0.473 -0.437
C 4.471 -1.279 0.712
N 2.533 1.210 -1.940
C 2.983 2.429 -1.281
C 1.106 1.328 -2.235
N 4.215 -0.456 -2.630
C 4.026 0.234 -3.913
C 4.469 -1.880 -2.944
H 6.267 -0.214 -0.936
H 6.025 0.782 0.508
H 5.503 1.371 -1.046
H 5.059 -2.072 0.232
H 3.518 -1.711 1.022
H 4.988 -0.970 1.624
H 2.850 2.388 -0.195
H 2.449 3.307 -1.652
H 4.030 2.629 -1.514
H 0.512 1.520 -1.334
H 0.730 0.411 -2.700
H 0.927 2.141 -2.946
H 3.064 -0.008 -4.373
H 4.818 -0.043 -4.616
H 4.110 1.314 -3.801
H 3.604 -2.340 -3.432
H 4.680 -2.448 -2.034
H 5.341 -1.990 -3.593
O 2.606 6.358 -2.288
P 1.988 7.544 -3.039
N 2.853 8.719 -2.113
C 2.422 10.078 -1.822
C 4.298 8.734 -2.352
N 0.442 7.265 -2.292
C 0.170 7.747 -0.946
C -0.033 5.887 -2.409
N 1.233 8.874 -3.953
C -0.198 8.856 -4.287
C 1.965 9.070 -5.225
H 2.600 10.759 -2.664
H 2.967 10.465 -0.958
H 1.367 10.143 -1.566
H 4.546 9.298 -3.260
H 4.694 7.725 -2.466
H 4.826 9.188 -1.509
H 0.979 7.508 -0.247
H -0.755 7.321 -0.551
H -0.002 8.824 -0.949
H 0.427 5.227 -1.664
H 0.190 5.484 -3.401
H -1.120 5.843 -2.284
H -0.491 7.932 -4.792
H -0.447 9.696 -4.944
H -0.815 8.994 -3.402
H 1.806 8.231 -5.909
H 3.041 9.154 -5.046
H 1.655 9.994 -5.719

* total energy: -88591.0767 eV
* net charge: +1
* E_LUMO: -4.87 eV
* frontier orbital gap: 3.96 eV



(2)
Molecular formula: C29H56LuN2O2P3
Method: DFT, ωB97M-V/def2-TZVPD

Atoms and positions in Å:
C 0.046 3.729 -3.286
C -0.128 2.402 -2.772
N 0.760 1.860 -1.826
C 1.757 2.659 -1.353
C 1.950 3.972 -1.829
C 1.084 4.516 -2.820
C -1.199 1.614 -3.262
P -1.826 0.138 -2.496
Lu 0.416 -0.385 -1.155
P 3.093 0.238 -0.675
C 2.799 2.057 -0.364
C 0.737 -2.664 -2.072
C -0.307 -3.111 -1.240
C -0.119 -4.299 -0.490
C 1.130 -4.946 -0.538
C 2.194 -4.389 -1.252
C 2.028 -3.199 -1.924
O -0.114 1.885 -7.515
O 2.113 -1.797 -4.420
H -0.638 4.119 -4.061
H 2.775 4.561 -1.412
H 1.217 5.554 -3.172
C -3.548 0.566 -1.954
C -2.203 -0.918 -3.951
H 3.754 2.614 -0.465
H 2.450 2.214 0.681
H -0.375 1.212 -8.178
H -1.754 2.109 -4.057
C 4.209 -0.148 0.727
C 4.309 0.376 -2.065
H -1.269 -2.576 -1.166
H -0.965 -4.657 0.130
H 1.188 -5.908 -0.015
H 3.150 -4.922 -1.230
H 2.927 -2.734 -2.291
H 0.947 -1.188 -2.823
H 1.231 -1.789 -4.868
H 2.426 -0.908 -4.221
H 0.864 1.823 -7.511
H 0.576 -1.826 -3.125
H -4.213 0.691 -2.832
H -3.963 -0.260 -1.355
H -3.522 1.465 -1.311
H -3.110 -0.529 -4.432
H -1.335 -0.956 -4.619
H -2.427 -1.957 -3.693
H 5.192 0.959 -1.737
H 4.619 -0.650 -2.343
H 3.841 0.876 -2.935
H 5.076 0.538 0.770
H 3.650 -0.095 1.676
H 4.562 -1.182 0.586
C -3.227 -1.123 1.234
C -2.315 -1.192 2.460
C -3.164 -0.903 3.726
C -1.767 -2.625 2.540
P -0.862 0.019 2.212
N -0.274 -0.175 0.729
C -1.477 1.813 2.507
C -1.678 2.161 4.001
C -0.440 2.783 1.900
C -2.787 2.042 1.756
C 0.507 -0.402 3.477
C -0.018 -0.688 4.899
C 1.267 -1.641 2.954
C 1.504 0.764 3.542
H -3.937 -1.960 1.281
H -2.637 -1.221 0.320
H -3.811 -0.201 1.173
H -3.919 -1.706 3.809
H -2.575 -0.915 4.656
H -3.715 0.048 3.660
H -1.112 -2.839 1.686
H -1.241 -2.840 3.479
H -2.620 -3.318 2.484
H -0.742 2.173 4.576
H -2.100 3.179 4.056
H -2.394 1.493 4.494
H -0.210 2.501 0.863
H -0.874 3.798 1.894
H 0.502 2.834 2.465
H -2.699 1.742 0.709
H -3.638 1.538 2.216
H -3.012 3.115 1.770
H -0.620 -1.604 4.955
H 0.860 -0.840 5.548
H -0.589 0.151 5.317
H 1.499 -1.532 1.884
H 2.216 -1.726 3.508
H 0.709 -2.575 3.093
H 1.843 1.048 2.537
H 1.105 1.642 4.065
H 2.386 0.426 4.108

* total energy: -99539.7432 eV
* E_LUMO: 0.58 eV
* frontier orbital gap: 5.82 eV
* relative energy (zero: lowest compared OMol25 entry of this formula, charge and spin): 312.1 kJ/mol



(3)
Molecular formula: C29H57BrN2O9
Method: DFT, ωB97M-V/def2-TZVPD

Atoms and positions in Å:
C -7.815 -0.448 1.399
C -7.879 1.054 1.128
C -6.885 1.463 0.058
Br -7.183 3.336 -0.473
N -5.521 1.142 0.399
C -4.571 1.338 -0.680
O -4.203 0.107 -1.289
C -3.225 -0.565 -0.577
C -3.639 -1.763 0.213
O -2.063 -0.177 -0.624
C -5.087 1.633 1.658
O -5.428 2.669 2.171
O -4.223 0.767 2.254
C -4.765 0.171 3.466
N -3.791 -0.037 4.471
C -2.930 1.114 4.720
H -8.278 -1.012 0.598
H -6.787 -0.789 1.466
H -8.286 -0.681 2.347
H -7.736 1.631 2.033
H -8.864 1.269 0.731
H -7.113 0.880 -0.826
H -3.672 1.837 -0.331
H -5.008 1.925 -1.475
H -3.218 -2.655 -0.232
H -3.229 -1.658 1.206
H -4.713 -1.872 0.299
H -5.562 0.796 3.858
H -5.189 -0.791 3.193
H -3.230 -0.842 4.238
H -2.166 1.236 3.958
H -2.422 0.981 5.669
H -3.514 2.025 4.767
C 2.131 1.331 1.986
C 1.999 2.813 2.329
C 0.736 2.822 3.178
O 0.688 1.557 3.844
C 1.652 0.671 3.269
H 3.141 1.036 1.706
H 1.460 1.078 1.161
H 2.856 3.135 2.925
H 1.929 3.461 1.456
H -0.161 2.922 2.557
H 0.731 3.619 3.924
H 2.475 0.548 3.982
H 1.191 -0.303 3.100
C 5.262 0.798 -2.354
C 3.773 0.907 -2.043
C 3.401 -0.547 -1.798
O 4.569 -1.177 -1.253
C 5.696 -0.311 -1.406
H 5.814 1.724 -2.198
H 5.407 0.486 -3.392
H 3.621 1.493 -1.135
H 3.189 1.366 -2.838
H 3.138 -1.059 -2.731
H 2.569 -0.654 -1.101
H 5.962 0.090 -0.421
H 6.542 -0.888 -1.783
C 3.319 5.968 -3.010
C 1.832 6.081 -2.685
C 1.459 4.625 -2.443
O 2.627 3.993 -1.911
C 3.756 4.856 -2.067
H 3.875 6.891 -2.857
H 3.453 5.657 -4.049
H 1.691 6.664 -1.772
H 1.243 6.541 -3.476
H 1.186 4.124 -3.378
H 0.637 4.508 -1.736
H 4.030 5.254 -1.084
H 4.597 4.276 -2.452
C 0.428 -4.787 1.450
C 1.003 -3.744 0.495
C -0.211 -2.872 0.217
O -1.022 -2.920 1.398
C -0.550 -3.955 2.266
H 1.177 -5.282 2.065
H -0.109 -5.553 0.885
H 1.776 -3.158 0.998
H 1.435 -4.175 -0.407
H -0.799 -3.266 -0.621
H 0.042 -1.836 -0.002
H -0.055 -3.489 3.126
H -1.402 -4.533 2.629
C 4.970 -4.124 -3.462
C 3.625 -4.322 -4.156
C 3.119 -5.595 -3.491
O 3.646 -5.596 -2.163
C 4.652 -4.580 -2.047
H 5.336 -3.099 -3.498
H 5.724 -4.774 -3.912
H 2.959 -3.487 -3.926
H 3.697 -4.412 -5.239
H 3.482 -6.487 -4.013
H 2.030 -5.643 -3.443
H 4.249 -3.755 -1.455
H 5.519 -4.993 -1.529

* total energy: -122445.3703 eV
* E_LUMO: 0.65 eV
* frontier orbital gap: 9.93 eV
* relative energy (zero: lowest compared OMol25 entry of this formula, charge and spin): 24.5 kJ/mol



(4)
Molecular formula: C29H57Cl3EuN2O3PSi
Method: DFT, ωB97M-V/def2-TZVPD

Atoms and positions in Å:
C -1.686 -2.037 -4.805
C -1.332 -2.794 -3.556
H -2.064 -2.622 -5.639
H -0.788 -1.455 -5.095
H -2.424 -1.279 -4.483
C -0.740 -4.059 -3.582
C -0.365 -4.701 -4.845
H -0.489 -4.577 -2.664
H 0.037 -3.965 -5.550
H -1.179 -5.225 -5.370
H 0.417 -5.436 -4.653
Eu 1.357 1.922 -0.641
Cl -1.375 1.195 -0.091
Cl 3.564 2.684 -1.783
H 1.100 5.813 3.324
H -1.309 6.530 2.431
C 1.308 5.538 2.297
C -1.019 6.151 1.450
N 0.059 5.180 1.635
H 1.951 4.657 2.275
C 0.067 3.958 1.124
O 1.077 3.201 1.335
H -1.870 5.640 0.968
H -0.790 3.591 0.515
H 1.788 6.339 1.744
H -0.667 6.967 0.809
H 1.544 -1.044 -3.207
H 2.815 -3.904 -2.327
C 2.638 -1.030 -3.056
C 3.595 -3.137 -2.139
N 3.007 -1.826 -1.891
H 2.981 0.013 -2.947
C 2.797 -1.374 -0.656
O 2.111 -0.337 -0.399
H 4.190 -3.462 -1.268
H 3.278 -1.955 0.128
H 3.128 -1.501 -3.933
H 4.240 -3.092 -3.026
O -0.718 -1.492 -2.962
C -1.637 -2.145 -2.162
C 0.061 -3.307 -0.574
C -1.232 -2.845 -0.915
H 0.916 -2.983 -1.167
C 0.223 -4.202 0.500
H -2.648 -1.674 -2.134
C -2.288 -3.176 -0.049
H 1.222 -4.591 0.721
C -0.875 -4.636 1.252
C -2.136 -4.104 0.975
H -3.258 -2.712 -0.255
H -0.750 -5.383 2.031
H -3.007 -4.421 1.550
Si -0.627 3.192 -3.712
Cl 0.328 1.206 -2.939
C 0.961 4.202 -3.768
C -1.860 3.900 -2.505
C -1.299 3.147 -5.445
H 1.553 4.214 -2.838
H 0.699 5.231 -4.074
H 1.575 3.729 -4.552
H -0.559 2.675 -6.124
H -1.479 4.188 -5.790
H -2.255 2.589 -5.480
H -2.119 3.217 -1.685
H -2.764 4.122 -3.110
H -1.482 4.850 -2.100
C -1.936 1.944 3.376
C -0.614 1.320 3.849
C -0.685 0.929 5.316
P -0.063 -0.014 2.652
C 1.756 -0.450 2.909
C 2.370 0.111 4.193
C 2.045 -1.931 2.742
C -1.041 -1.533 3.094
C -0.754 -2.171 4.453
C -2.546 -1.296 2.864
H -2.804 1.408 3.778
H -2.007 1.957 2.282
H -1.983 2.978 3.739
H 0.181 2.074 3.717
H -1.547 0.284 5.533
H 0.225 0.448 5.687
H -0.820 1.851 5.898
H 2.209 0.075 2.045
H 2.029 -0.443 5.074
H 3.458 -0.010 4.139
H 2.161 1.177 4.327
H 1.504 -2.375 1.891
H 3.123 -2.077 2.557
H 1.796 -2.507 3.649
H -0.711 -2.248 2.310
H -1.472 -1.843 5.223
H -0.868 -3.267 4.359
H 0.265 -1.987 4.821
H -2.712 -0.763 1.918
H -3.054 -2.268 2.796
H -3.002 -0.732 3.689

* total energy: -114182.6509 eV
* E_LUMO (spin up / spin down): 0.46 / -0.21 eV
* frontier orbital gap (spin up / spin down): 6.76 / 3.76 eV
* 2S+1: 7
* expectation value of S²: 12.363



(5)
Molecular formula: C29H57O8S
Method: DFT, ωB97M-V/def2-TZVPD

Atoms and positions in Å:
C 4.144 0.154 -0.018
C 3.089 0.713 0.137
C 1.774 1.294 0.291
C 0.743 0.167 0.511
C -0.394 0.310 -0.475
S -1.835 -0.696 -0.127
H 4.894 -0.565 -0.235
H 1.540 1.856 -0.606
H 1.779 1.965 1.141
H 0.358 0.181 1.521
H 1.227 -0.780 0.329
H -0.783 1.320 -0.499
H -0.100 0.007 -1.470
H -1.258 -1.888 -0.009
H -1.982 -0.431 1.166
C 6.661 -1.449 2.972
C 6.479 -2.492 1.903
O 5.385 -2.904 1.559
C 7.734 -3.001 1.256
H 5.695 -1.153 3.375
H 7.282 -1.841 3.778
H 7.164 -0.572 2.564
H 8.396 -3.436 2.007
H 8.256 -2.181 0.757
H 7.482 -3.760 0.518
C 7.543 3.751 3.938
C 7.315 2.402 4.580
O 7.764 1.389 4.097
C 6.514 2.388 5.856
H 8.134 3.632 3.035
H 6.587 4.216 3.691
H 8.066 4.412 4.631
H 5.519 2.797 5.690
H 7.004 3.004 6.612
H 6.419 1.371 6.224
C 5.608 -2.545 -3.061
C 5.396 -3.948 -2.531
O 5.971 -4.893 -3.012
C 4.446 -4.086 -1.367
H 6.309 -2.570 -3.891
H 4.661 -2.121 -3.401
H 6.004 -1.902 -2.271
H 3.451 -3.732 -1.648
H 4.811 -3.500 -0.522
H 4.387 -5.129 -1.068
C 0.331 -0.309 5.869
C 1.432 0.710 5.694
O 2.372 0.771 6.442
C 1.297 1.667 4.524
H 0.542 -0.929 6.735
H -0.629 0.192 6.007
H 0.261 -0.943 4.982
H 0.378 2.248 4.615
H 1.270 1.105 3.587
H 2.148 2.342 4.509
C -6.383 -0.077 -1.750
C -6.364 -1.194 -0.739
O -6.993 -1.153 0.291
C -5.492 -2.393 -1.066
H -7.027 0.727 -1.416
H -5.371 0.310 -1.899
H -6.747 -0.435 -2.712
H -4.457 -2.061 -1.173
H -5.800 -2.856 -2.004
H -5.559 -3.125 -0.265
C 9.283 -0.130 -3.048
C 9.722 -1.057 -1.941
O 9.207 -1.025 -0.846
C 10.832 -2.023 -2.266
H 8.484 0.515 -2.694
H 10.124 0.481 -3.379
H 8.935 -0.710 -3.905
H 11.726 -1.478 -2.571
H 10.534 -2.668 -3.095
H 11.057 -2.632 -1.396
C -10.477 2.029 -4.300
C -9.579 1.770 -3.121
O -8.371 1.817 -3.204
C -10.274 1.452 -1.819
H -9.872 2.243 -5.178
H -11.107 1.160 -4.489
H -11.134 2.868 -4.088
H -10.895 0.563 -1.937
H -10.933 2.275 -1.542
H -9.543 1.283 -1.031
C -15.445 2.303 -4.510
C -14.622 2.305 -3.246
O -13.413 2.329 -3.275
C -15.384 2.274 -1.944
H -14.789 2.326 -5.376
H -16.069 1.409 -4.549
H -16.104 3.172 -4.529
H -16.007 1.380 -1.895
H -16.041 3.142 -1.875
H -14.689 2.279 -1.110

* total energy: -58202.4540 eV
* net charge: +1
* E_LUMO: -3.97 eV
* frontier orbital gap: 6.93 eV